Entry from the Open Molecules 2025 dataset: a cluster of 8 separate species, C11H34O10 in total in a non-equilibrium geometry (ωB97M-V with the def2-TZVPD basis set).

XYZ file:
```
55
Properties=species:S:1:pos:R:3
C 1.242 -1.094 -3.803
C 1.899 -2.178 -3.000
C 0.847 -3.160 -2.358
O 1.549 -4.418 -2.555
C 2.519 -4.326 -3.499
O 3.161 -5.258 -3.888
O 2.637 -3.031 -3.874
H 0.950 -1.516 -4.705
H 1.790 -0.230 -4.056
H 0.427 -0.680 -3.261
H 2.637 -1.863 -2.266
H -0.107 -3.289 -2.814
H 0.886 -3.037 -1.279
C -2.029 3.418 0.085
O -2.724 2.361 0.750
H -2.260 3.424 -1.005
H -2.247 4.371 0.471
H -0.994 3.208 0.263
H -2.819 2.617 1.644
C 1.536 1.956 3.341
O 0.241 1.557 2.920
H 1.787 2.954 2.805
H 1.484 2.215 4.402
H 2.308 1.236 3.153
H 0.219 1.162 2.064
C -2.239 -0.280 -3.071
O -2.729 -0.080 -4.385
H -3.113 -0.127 -2.402
H -1.864 -1.342 -2.950
H -1.358 0.370 -2.866
H -2.454 -0.816 -4.900
C -1.276 -1.203 1.823
O -1.063 -0.041 0.971
H -1.935 -1.947 1.347
H -0.288 -1.597 2.051
H -1.787 -0.903 2.758
H -1.609 0.744 1.122
C 2.584 -1.856 2.291
O 1.672 -2.440 1.400
H 2.239 -1.508 3.226
H 3.349 -2.590 2.563
H 3.120 -1.029 1.867
H 1.477 -1.793 0.698
C -2.961 2.775 4.346
O -2.204 3.210 3.282
H -3.999 3.035 4.138
H -2.939 1.725 4.503
H -2.615 3.229 5.270
H -1.373 2.837 3.441
C 1.623 1.072 -1.221
O 1.321 0.009 -0.324
H 2.122 1.924 -0.677
H 2.257 0.655 -2.020
H 0.754 1.441 -1.706
H 0.347 0.128 -0.109
```

Calculated values
**F_max**: 3.428 eV Å⁻¹
**SMILES**: C[C@H]1COC(=O)O1.CO.CO.CO.CO.CO.CO.CO
**Total charge**: 0
**E_LUMO**: 0.0169 Eh

These are the Löwdin partial charges, in e, on atoms 1 to 6:
1. C -0.020
2. C -0.281
3. C -0.028
4. O 0.042
5. C -0.551
6. O 0.154



Entry from the Open Molecules 2025 dataset: a structure of composition C11H35F2NO18P3S2Ti in a non-equilibrium geometry (ωB97M-V with the def2-TZVPD basis set).

XYZ file:
```
73
Properties=species:S:1:pos:R:3
Ti 18.739 24.615 30.021
N 19.769 22.631 29.134
S 20.667 22.000 30.115
O 22.112 21.989 30.004
O 19.955 21.187 31.077
F 20.624 23.364 30.958
S 19.979 21.305 28.054
O 19.192 20.082 28.277
O 21.240 21.167 27.355
F 19.121 21.889 26.852
C 16.640 21.420 29.638
O 16.967 22.664 29.002
H 15.583 21.415 29.905
H 16.784 20.574 28.966
H 17.362 21.206 30.427
H 17.923 22.665 29.088
C 19.868 24.887 26.488
O 19.724 24.907 27.880
H 20.827 24.732 25.994
H 19.177 24.190 26.015
H 19.518 25.865 26.159
H 19.826 24.039 28.275
C 15.265 26.176 26.621
O 15.049 26.934 27.736
P 16.276 27.322 28.722
O 17.162 26.157 29.190
O 17.018 28.519 27.823
C 18.415 28.679 27.870
O 15.553 28.185 29.947
C 16.304 28.405 31.160
H 15.357 26.766 25.709
H 14.488 25.411 26.609
H 16.208 25.630 26.646
H 19.010 28.202 27.092
H 18.842 28.402 28.834
H 18.686 29.731 27.779
H 15.827 27.951 32.029
H 16.338 29.491 31.246
H 17.295 27.960 31.066
C 14.974 25.163 31.691
O 15.525 25.434 33.006
P 17.058 24.924 33.328
O 17.904 24.669 32.151
O 17.611 26.127 34.278
C 16.965 26.393 35.557
O 16.863 23.731 34.408
C 16.392 22.532 33.951
H 14.478 24.193 31.714
H 15.786 25.145 30.964
H 14.239 25.902 31.373
H 17.117 27.440 35.821
H 17.373 25.863 36.417
H 15.890 26.211 35.544
H 15.567 22.207 34.584
H 17.116 21.724 34.060
H 16.049 22.583 32.917
C 21.050 25.602 34.587
O 20.694 25.484 33.270
P 20.708 26.745 32.231
O 20.125 26.511 30.888
O 20.025 27.988 33.045
C 19.922 29.251 32.420
O 22.303 27.035 32.174
C 23.241 25.981 31.802
H 21.747 24.819 34.886
H 20.206 25.554 35.276
H 21.634 26.498 34.795
H 20.370 30.016 33.053
H 18.861 29.483 32.335
H 20.281 29.236 31.391
H 23.877 25.737 32.653
H 23.861 26.336 30.979
H 22.750 25.035 31.575
```

Calculated values
**F_max**: 8.829 eV Å⁻¹
**2S+1**: 4
**Total charge**: 0
**E_LUMO (alpha / beta)**: -0.0016 / -0.0017 Eh

These are the Löwdin partial charges, in e, on atoms 1 to 6:
1. Ti 0.998
2. N -0.431
3. S 0.347
4. O -0.292
5. O -0.306
6. F -0.283



Entry from the Open Molecules 2025 dataset: a cluster of 9 separate species, C11H35F3NO10 in total in a non-equilibrium geometry (ωB97M-V with the def2-TZVPD basis set).

XYZ file:
```
60
Properties=species:S:1:pos:R:3
N -0.321 -0.022 0.154
H -1.087 -0.138 -0.495
H -0.405 0.810 0.721
H 0.522 0.210 -0.351
H -0.018 -0.817 0.696
O 0.117 3.447 2.043
H -0.285 4.207 2.507
C 1.035 -4.944 1.190
O 0.345 -4.659 -0.044
O 1.197 -3.567 1.663
C 0.081 -5.906 2.037
F -0.960 -5.253 2.553
F -0.355 -6.870 1.284
F 0.678 -6.414 3.130
C 1.137 -4.645 -1.243
C 0.436 -4.111 -2.488
H -0.045 -3.140 -2.372
H 1.114 -4.029 -3.338
H -0.241 -4.950 -2.648
H 1.567 -5.623 -1.463
H 2.080 -4.116 -1.103
H 1.966 -5.457 0.946
O 4.082 0.592 -1.086
C 5.061 0.146 -2.007
C 6.220 -0.900 -1.460
O 6.731 -0.611 -0.152
H 5.644 0.943 -2.468
H 4.569 -0.335 -2.853
H 7.043 -0.846 -2.174
H 5.780 -1.895 -1.523
C 0.950 2.226 6.968
O 1.324 1.895 5.649
H 1.881 2.364 7.518
H 0.568 3.247 6.954
H 0.267 1.452 7.321
H 0.811 2.482 5.088
C -3.328 -0.248 3.613
O -3.400 1.052 3.100
H -4.202 -0.481 4.221
H -3.309 -1.004 2.828
H -2.378 -0.387 4.129
H -2.566 1.516 3.200
C -2.085 6.609 -0.193
O -1.205 5.698 -0.800
H -3.083 6.547 -0.626
H -2.194 6.432 0.877
H -1.649 7.599 -0.331
H -0.991 5.035 -0.140
C -4.135 1.565 -1.873
O -3.490 0.384 -2.325
H -4.752 1.501 -0.977
H -3.360 2.313 -1.704
H -4.797 1.997 -2.623
H -4.225 -0.133 -2.663
C -0.972 1.667 -6.420
O 0.105 1.696 -5.479
H -0.929 2.508 -7.112
H -0.610 0.858 -7.054
H -1.965 1.463 -6.020
H 0.032 1.038 -4.784
```

Calculated values
**F_max**: 6.223 eV Å⁻¹
**Total charge**: -3
**E_LUMO**: 0.1931 Eh

These are the Löwdin partial charges, in e, on atoms 1 to 6:
1. N 0.345
2. H 0.121
3. H 0.117
4. H 0.133
5. H 0.140
6. O -0.605



Entry from the Open Molecules 2025 dataset: a structure of composition C11H36Cs2N6O11S in a non-equilibrium geometry (ωB97M-V with the def2-TZVPD basis set).

XYZ file:
```
67
Properties=species:S:1:pos:R:3
Cs 5.054 1.718 2.448
Cs 5.014 1.121 -4.219
S 0.766 0.700 -0.491
O 1.329 1.821 0.306
O 1.730 0.299 -1.546
O 0.451 -0.410 0.374
O -0.523 1.135 -1.072
C 4.433 -3.288 -0.442
O 5.192 -4.261 -0.359
N 3.156 -3.431 -0.098
N 4.803 -2.038 -0.722
H 2.463 -2.698 -0.051
H 3.026 -4.431 -0.037
H 5.759 -1.895 -1.016
H 4.047 -1.478 -1.089
C -3.870 0.030 2.006
O -4.806 0.072 2.735
N -3.098 -1.003 1.887
N -3.617 0.974 1.167
H -3.247 -1.824 2.457
H -2.203 -0.819 1.457
H -4.143 1.835 1.224
H -2.680 0.942 0.790
C -2.325 -3.659 -2.012
O -2.821 -4.490 -2.724
N -2.698 -2.403 -2.059
N -1.453 -3.984 -1.118
H -2.360 -1.832 -1.298
H -3.231 -1.966 -2.797
H -1.001 -4.887 -1.141
H -1.083 -3.192 -0.613
C -0.198 6.024 4.764
C 0.152 4.931 3.728
O 1.315 5.183 2.913
H -1.101 5.731 5.299
H -0.350 7.019 4.345
H 0.545 6.122 5.556
H -0.732 4.569 3.204
H 0.384 4.062 4.343
H 1.307 4.355 2.426
C -4.134 6.177 -2.740
C -3.431 5.032 -1.974
O -2.045 5.322 -1.823
H -3.595 6.496 -3.632
H -4.113 7.111 -2.179
H -5.156 5.939 -3.037
H -3.553 4.060 -2.450
H -3.842 4.869 -0.978
H -1.688 4.637 -1.254
C 2.295 -4.193 -6.168
C 1.847 -3.758 -4.807
O 1.660 -2.368 -4.882
H 3.156 -3.632 -6.531
H 1.551 -4.064 -6.954
H 2.556 -5.249 -6.234
H 2.679 -3.929 -4.124
H 0.973 -4.359 -4.555
H 1.792 -1.905 -4.052
C 0.847 -3.220 4.262
C 1.178 -1.876 4.963
O 1.791 -0.968 4.003
H 1.830 -3.678 4.149
H 0.512 -3.099 3.232
H 0.154 -3.794 4.876
H 1.822 -1.967 5.838
H 0.269 -1.390 5.315
H 1.259 -0.848 3.213
```

Calculated values
**F_max**: 4.716 eV Å⁻¹
**Total charge**: 0
**E_LUMO**: -0.0813 Eh

These are the Löwdin partial charges, in e, on atoms 1 to 6:
1. Cs 0.896
2. Cs 0.920
3. S 0.102
4. O -0.489
5. O -0.496
6. O -0.455



Entry from the Open Molecules 2025 dataset: a structure of composition C11H36N12O13Zn2 in a non-equilibrium geometry (ωB97M-V with the def2-TZVPD basis set).

XYZ file:
```
74
Properties=species:S:1:pos:R:3
Zn -14.396 24.404 -11.915
Zn -13.170 29.810 -12.196
C -13.536 26.726 -11.666
O -14.803 26.368 -11.575
O -13.120 27.878 -11.929
O -12.790 25.678 -11.754
C -16.813 28.017 -8.631
O -15.880 27.706 -7.897
N -17.794 28.858 -8.158
N -16.923 27.678 -9.944
H -17.546 29.420 -7.364
H -18.554 29.171 -8.733
H -16.208 27.105 -10.379
H -17.768 27.902 -10.433
C -12.451 21.935 -12.396
O -13.183 22.831 -11.888
N -12.740 20.634 -12.207
N -11.416 22.241 -13.196
H -13.418 20.414 -11.503
H -12.123 19.990 -12.669
H -10.610 21.638 -13.194
H -11.283 23.233 -13.428
C -14.621 31.104 -9.761
O -13.935 30.295 -10.414
N -14.079 32.034 -8.929
N -15.929 31.335 -10.065
H -13.082 32.133 -8.940
H -14.676 32.487 -8.264
H -16.396 30.711 -10.696
H -16.398 32.149 -9.716
C -14.789 23.935 -8.744
O -14.810 24.051 -9.988
N -14.616 22.725 -8.142
N -14.993 24.966 -7.910
H -14.526 22.700 -7.144
H -14.419 21.931 -8.719
H -15.180 24.897 -6.927
H -15.061 25.891 -8.317
C -10.270 29.946 -10.649
O -11.364 29.840 -11.224
N -9.211 29.121 -10.850
N -9.987 30.939 -9.772
H -9.447 28.328 -11.447
H -8.476 29.100 -10.170
H -10.685 31.600 -9.496
H -9.105 30.912 -9.298
C -15.869 29.637 -13.599
O -14.834 30.240 -13.209
N -16.203 28.380 -13.256
N -16.750 30.311 -14.374
H -16.958 27.906 -13.719
H -15.563 27.780 -12.737
H -17.711 30.034 -14.432
H -16.409 31.234 -14.595
C -10.739 26.667 -8.533
C -11.208 25.240 -8.343
O -11.129 24.365 -9.476
O -11.677 27.496 -9.214
H -9.745 26.688 -8.992
H -10.598 27.063 -7.526
H -12.270 25.237 -8.066
H -10.751 24.759 -7.477
H -11.527 24.882 -10.187
H -11.684 27.241 -10.144
C -10.124 25.654 -14.001
C -9.331 26.031 -12.788
O -9.926 27.043 -11.994
O -11.330 24.939 -13.727
H -9.550 24.940 -14.600
H -10.342 26.458 -14.713
H -8.363 26.416 -13.113
H -9.108 25.110 -12.238
H -10.891 27.049 -11.978
H -11.895 25.408 -13.095
```

Calculated values
**F_max**: 2.856 eV Å⁻¹
**Total charge**: +2
**E_LUMO**: -0.2050 Eh

These are the Löwdin partial charges, in e, on atoms 1 to 6:
1. Zn 0.981
2. Zn 0.911
3. C -0.732
4. O -0.133
5. O -0.025
6. O -0.114



Entry from the Open Molecules 2025 dataset: a cluster of 7 separate species, C11H36O7 in total (ωB97M-V with the def2-TZVPD basis set).

XYZ file:
```
54
Properties=species:S:1:pos:R:3
C -3.359 -1.027 -1.622
C -4.582 -1.550 -2.348
O -5.715 -1.099 -1.610
H -3.273 -1.547 -0.664
H -3.556 0.019 -1.373
H -2.423 -1.103 -2.167
H -4.548 -2.643 -2.391
H -4.603 -1.153 -3.369
H -6.512 -1.490 -1.980
C 3.275 -0.809 2.159
C 4.058 -1.744 1.283
O 3.866 -1.503 -0.091
H 3.599 0.223 2.059
H 3.338 -1.100 3.216
H 2.202 -0.869 1.942
H 3.854 -2.791 1.546
H 5.125 -1.607 1.488
H 2.908 -1.503 -0.252
C -3.116 2.189 1.055
C -1.654 2.543 1.236
O -0.913 1.569 1.962
H -3.598 2.064 2.025
H -3.234 1.255 0.507
H -3.558 2.990 0.462
H -1.591 3.513 1.742
H -1.178 2.628 0.260
H -1.348 1.338 2.790
C 4.579 -0.769 -4.031
C 3.119 -1.101 -3.952
O 2.361 -0.103 -3.226
H 5.160 -1.653 -4.293
H 4.936 -0.449 -3.047
H 4.795 0.033 -4.737
H 2.926 -2.034 -3.423
H 2.655 -1.229 -4.937
H 2.696 0.768 -3.451
C 1.653 3.842 2.218
O 1.760 2.442 2.385
H 0.876 4.273 2.863
H 2.598 4.288 2.526
H 1.439 4.123 1.182
H 0.865 2.080 2.344
C 0.284 -0.197 -0.478
O 1.169 -1.221 -0.949
H -0.446 -0.684 0.163
H 0.828 0.560 0.088
H -0.205 0.238 -1.353
H 1.681 -0.868 -1.693
C -2.933 -1.670 2.758
O -3.567 -0.699 3.591
H -3.640 -2.161 2.085
H -2.191 -1.133 2.174
H -2.467 -2.434 3.385
H -4.395 -1.034 3.942
```

Calculated values
**F_max**: 0.947 eV Å⁻¹
**SMILES**: CCO.CCO.CCO.CCO.CO.CO.CO
**Total charge**: 0
**E_LUMO**: 0.0246 Eh

These are the Löwdin partial charges, in e, on atoms 1 to 6:
1. C -0.090
2. C -0.324
3. O -0.084
4. H 0.068
5. H 0.063
6. H 0.072